An isolated molecule of C4H7Cl2F at a distorted geometry, computed with wB97M-V/def2-TZVPD.

The geometry in XYZ format:
```
14
Properties=species:S:1:pos:R:3:nbo_charge:R:1
C 1.183 -0.402 0.708 -0.639
C -0.185 -0.363 0.081 -0.019
C -0.089 -0.012 -1.387 -0.403
C -1.021 0.730 0.720 0.046
H 1.847 -0.871 0.002 0.230
H 1.275 -0.920 1.688 0.249
H 1.470 0.678 0.707 0.217
H -1.113 0.012 -1.797 0.230
H 0.310 0.914 -1.390 0.206
H -2.041 0.583 0.574 0.185
H -0.719 1.672 0.140 0.152
F -0.760 0.896 2.065 -0.350
Cl -1.113 -1.936 0.284 -0.086
Cl 0.956 -0.982 -2.396 -0.020
```

* max |F|: 3.45 eV/A
* LUMO: 0.728 eV
* SMILES string: C[C@@](Cl)(CF)CCl
* HOMO energy: -10.956 eV
* net charge: 0
* Kohn-Sham gap: 0.429 hartree
* ΔE to the lowest compared entry with this formula, charge and spin: 56.2 kJ/mol